DFT (ωB97M-V/def2-TZVPD) results for 10 unconnected molecules or ions with the total composition C36H94N10O10.

Computed properties:
* total charge: 0
* orbital gap: 9.00 eV
* ΔE to the lowest compared entry with this formula, charge and spin: 160.6 kcal/mol

```
150
Properties=species:S:1:pos:R:3:mulliken_charge:R:1
C 4.25 0.03 -6.51 -0.74
O 3.82 1.22 -5.92 -0.26
C 3.03 1.06 -4.72 -0.64
C 2.68 2.55 -4.22 0.47
C 3.79 3.57 -4.13 -1.58
N 2.15 2.54 -2.90 -0.66
H 4.95 0.35 -7.29 0.23
H 3.34 -0.38 -6.95 0.30
H 4.64 -0.73 -5.83 0.27
H 2.06 0.69 -5.03 0.31
H 3.56 0.42 -4.02 0.38
H 1.92 2.91 -4.91 0.16
H 4.64 3.28 -3.52 0.38
H 3.49 4.54 -3.72 0.49
H 4.16 3.94 -5.08 0.33
H 2.34 3.46 -2.51 0.27
H 2.88 2.08 -2.38 0.29
C 3.52 -4.52 -1.56 -0.73
O 4.51 -4.42 -0.53 -0.34
C 5.81 -4.77 -0.98 -0.62
C 6.22 -6.23 -1.36 0.36
C 7.72 -6.56 -1.25 -1.37
N 5.84 -6.28 -2.74 -0.59
H 3.69 -3.87 -2.43 0.25
H 2.61 -3.98 -1.32 0.34
H 3.34 -5.52 -1.94 0.27
H 6.18 -4.05 -1.71 0.35
H 6.41 -4.66 -0.08 0.26
H 5.65 -6.95 -0.77 0.32
H 8.29 -5.92 -1.92 0.33
H 7.97 -7.62 -1.32 0.35
H 8.24 -6.31 -0.32 0.37
H 5.79 -7.21 -3.13 0.22
H 6.48 -5.73 -3.29 0.22
C -0.88 4.10 -9.10 -0.74
O 0.14 3.37 -9.78 -0.28
C 0.63 3.90 -11.06 -0.62
C 2.19 4.15 -11.09 0.38
C 2.54 4.92 -12.32 -1.50
N 2.85 2.91 -10.97 -0.69
H -1.01 3.46 -8.23 0.25
H -1.82 3.85 -9.58 0.31
H -0.63 5.14 -8.86 0.31
H 0.37 3.14 -11.80 0.23
H 0.16 4.87 -11.23 0.38
H 2.55 4.79 -10.29 0.31
H 3.62 5.05 -12.39 0.38
H 1.96 5.84 -12.30 0.37
H 2.41 4.32 -13.23 0.31
H 2.57 2.58 -10.06 0.31
H 2.49 2.38 -11.75 0.29
C 2.63 -2.11 7.02 -0.74
O 2.62 -2.09 8.39 -0.33
C 1.66 -2.70 9.15 -0.58
C 2.00 -2.62 10.65 0.32
C 2.98 -3.60 11.23 -1.37
N 0.81 -2.79 11.45 -0.72
H 2.45 -3.12 6.67 0.30
H 3.51 -1.76 6.48 0.27
H 1.92 -1.41 6.59 0.28
H 0.72 -2.26 8.80 0.41
H 1.53 -3.77 8.99 0.27
H 2.51 -1.68 10.85 0.27
H 3.96 -3.62 10.74 0.37
H 2.63 -4.63 11.16 0.35
H 3.32 -3.28 12.22 0.31
H 0.59 -3.74 11.19 0.31
H 0.11 -2.21 11.00 0.29
C -7.01 -3.31 5.81 -0.79
O -6.67 -4.08 7.00 -0.34
C -5.86 -3.42 8.01 -0.61
C -6.30 -3.92 9.38 0.41
C -5.55 -3.17 10.41 -1.47
N -5.99 -5.28 9.60 -0.66
H -6.43 -2.42 5.56 0.32
H -7.97 -2.79 5.89 0.31
H -7.01 -3.98 4.95 0.26
H -4.81 -3.57 7.73 0.28
H -6.14 -2.37 7.88 0.41
H -7.38 -3.95 9.42 0.31
H -4.56 -2.75 10.25 0.34
H -5.41 -3.77 11.32 0.45
H -6.23 -2.41 10.79 0.33
H -6.59 -5.83 8.99 0.25
H -5.05 -5.62 9.46 0.20
C -1.76 -1.13 1.70 -0.69
O -3.10 -0.82 1.27 -0.32
C -3.17 -0.21 -0.05 -0.67
C -2.77 1.29 -0.01 0.60
C -3.86 2.21 0.62 -1.51
N -2.76 1.61 -1.43 -0.67
H -1.75 -1.14 2.79 0.26
H -0.97 -0.41 1.47 0.30
H -1.57 -2.08 1.20 0.27
H -2.44 -0.72 -0.67 0.30
H -4.16 -0.38 -0.46 0.31
H -1.80 1.45 0.46 0.30
H -3.41 3.18 0.82 0.37
H -4.13 1.92 1.64 0.37
H -4.78 2.36 0.05 0.39
H -1.77 1.66 -1.66 0.19
H -3.13 2.50 -1.74 0.23
C -3.03 -9.03 6.32 -0.99
N -2.02 -7.99 6.05 0.14
C -1.91 -7.44 4.70 -0.86
C -1.13 -7.72 7.06 0.18
O -1.12 -8.21 8.23 -0.63
H -2.80 -9.95 5.78 0.35
H -3.98 -8.70 5.91 0.34
H -3.07 -9.45 7.32 0.31
H -0.97 -6.94 4.44 0.29
H -2.17 -8.18 3.94 0.31
H -2.71 -6.70 4.63 0.32
H -0.29 -7.15 6.64 0.24
C 0.47 8.85 -5.58 -0.93
N -0.21 9.45 -4.37 0.08
C -0.06 10.92 -4.11 -0.90
C -0.76 8.57 -3.49 0.19
O -1.58 8.94 -2.65 -0.61
H 1.47 9.27 -5.61 0.32
H -0.01 9.41 -6.38 0.32
H 0.47 7.78 -5.81 0.33
H -0.70 11.43 -4.82 0.31
H -0.34 11.08 -3.07 0.31
H 0.95 11.33 -4.15 0.31
H -0.40 7.55 -3.68 0.27
C -4.11 -1.89 -6.06 -0.78
N -4.36 -1.11 -7.25 0.09
C -3.29 -0.98 -8.31 -0.88
C -5.52 -0.42 -7.36 0.18
O -5.85 0.46 -8.22 -0.63
H -3.69 -2.89 -6.16 0.29
H -5.01 -1.96 -5.45 0.25
H -3.29 -1.38 -5.55 0.33
H -2.82 -1.95 -8.47 0.27
H -3.46 -0.30 -9.14 0.32
H -2.66 -0.40 -7.63 0.34
H -6.15 -0.75 -6.52 0.22
C 0.24 7.71 4.74 -0.87
N 1.31 7.43 3.88 0.10
C 2.67 7.43 4.49 -0.88
C 1.18 7.21 2.51 0.19
O 2.15 6.86 1.75 -0.65
H 0.18 8.67 5.25 0.29
H 0.19 6.83 5.37 0.35
H -0.69 7.73 4.17 0.28
H 2.76 8.47 4.79 0.34
H 2.73 6.69 5.28 0.30
H 3.46 7.19 3.78 0.26
H 0.16 7.34 2.12 0.29
```